*P*
# C5H12O3

A 2-piece molecular cluster, C5H12O3 overall (wB97M-V/def2-TZVPD, OMol25).

The geometry in XYZ format:
```
20
Properties=species:S:1:pos:R:3:nbo_charge:R:1
O 0.446 -1.504 2.765 -0.50
C 0.226 -1.306 1.611 0.47
C -1.201 -1.049 1.077 -0.55
C -1.086 -0.186 -0.152 -0.38
C -0.646 1.200 0.257 -0.45
C -0.049 1.962 -1.002 -0.06
O -0.326 1.064 -2.071 -0.72
H 0.886 -1.043 0.763 0.07
H -1.720 -2.016 0.956 0.24
H -1.699 -0.767 2.074 0.25
H -0.247 -0.586 -0.869 0.15
H -2.049 -0.010 -0.631 0.24
H 0.171 1.266 0.923 0.21
H -1.587 1.683 0.445 0.21
H -0.707 2.838 -1.191 0.20
H 1.027 1.991 -0.989 0.18
H 0.180 0.255 -1.997 0.45
H 3.353 -1.373 -0.101 0.48
H 2.026 -1.245 -0.925 0.46
O 3.002 -1.173 -0.942 -0.93
```

Values from the calculation:
Molecular weight ... 120.1 g mol⁻¹
Charge ... 0
2S+1 ... 1
Highest occupied orbital energy ... -10.017 eV
Frontier orbital gap ... 10.51 eV
LUMO ... 0.5 eV

*Q*
# C5H12O3

C5H12O3 as an isolated structure (wB97M-V/def2-TZVPD, OMol25).

The geometry in XYZ format:
```
20
Properties=species:S:1:pos:R:3:nbo_charge:R:1
C -0.613 0.596 -0.425 0.17
C -2.112 0.575 -0.402 -0.65
C 0.178 0.057 -1.512 -0.64
O -0.033 1.757 0.182 -0.76
H -0.202 2.538 -0.363 0.48
H -0.225 -0.320 0.528 0.22
H -2.485 0.721 0.614 0.22
H -0.356 -0.644 -2.151 0.23
H 0.752 0.781 -2.091 0.23
H -2.484 -0.381 -0.775 0.23
H -2.539 1.366 -1.032 0.21
H 1.024 -0.570 -0.967 0.19
C 0.059 -1.246 1.456 -0.79
C 2.113 -0.747 0.309 0.73
O 2.438 0.515 0.604 -0.71
O 2.834 -1.685 0.364 -0.55
H 1.650 1.095 0.520 0.52
H 0.209 -2.238 1.046 0.22
H 0.754 -1.033 2.260 0.22
H -0.962 -1.135 1.835 0.21
```

Values from the calculation:
Molecular weight ... 120.1 g mol⁻¹
Charge ... 0
2S+1 ... 1
Highest occupied orbital energy (spin up / spin down) ... -7.768 / -7.612 eV
Frontier orbital gap (spin up / spin down) ... 7.51 / 7.52 eV
LUMO (spin up / spin down) ... -0.3 / -0.1 eV

*R*
# C5H12O3

C5H12O3 as an isolated structure (wB97M-V/def2-TZVPD, OMol25).

The geometry in XYZ format:
```
20
Properties=species:S:1:pos:R:3:nbo_charge:R:1
C -0.724 1.911 -0.392 0.80
O -1.022 1.307 -1.453 -0.66
O 0.004 3.100 -0.518 -0.70
O -1.726 2.124 0.559 -0.72
H 0.357 3.109 -1.418 0.49
H -2.576 1.985 0.120 0.50
H -0.484 -0.476 -0.981 0.25
H 0.202 1.087 0.285 0.16
C 0.693 -2.340 -0.731 -0.66
C 1.335 0.335 0.845 -0.58
C -0.214 -1.252 -0.241 -0.18
C -0.975 -1.362 0.863 -0.40
H 0.196 -2.889 -1.533 0.23
H 1.605 -1.920 -1.159 0.21
H 0.954 -3.041 0.061 0.21
H 1.110 0.723 1.830 0.22
H 1.946 0.978 0.224 0.20
H 1.861 -0.603 0.957 0.22
H -1.670 -0.580 1.139 0.20
H -0.872 -2.197 1.545 0.19
```

Values from the calculation:
Molecular weight ... 120.1 g mol⁻¹
Charge ... 0
2S+1 ... 1
Highest occupied orbital energy ... -8.805 eV
Frontier orbital gap ... 7.67 eV
LUMO ... -1.1 eV

*S*
# C5H12O3

A 2-piece molecular cluster, C5H12O3 overall (wB97M-V/def2-TZVPD, OMol25).

The geometry in XYZ format:
```
20
Properties=species:S:1:pos:R:3:nbo_charge:R:1
C 1.273 -0.384 0.767 0.01
C 2.765 -0.737 0.727 -0.62
O 0.487 -1.490 1.103 -0.71
H 0.212 -1.913 0.273 0.49
H 1.097 0.405 1.506 0.19
H -1.092 1.328 0.276 0.18
H 3.056 -1.130 1.698 0.23
H 3.361 0.144 0.502 0.22
H 2.947 -1.500 -0.027 0.21
C -2.057 0.769 0.443 -0.61
C -2.738 0.335 -0.844 -0.61
C 0.846 0.119 -0.647 0.78
O 1.395 1.292 -0.977 -0.68
O 0.386 -0.650 -1.459 -0.62
H 1.276 1.460 -1.926 0.50
H -2.724 1.377 1.052 0.21
H -1.760 -0.090 1.041 0.22
H -3.604 -0.286 -0.624 0.20
H -2.057 -0.245 -1.463 0.22
H -3.068 1.197 -1.421 0.20
```

Values from the calculation:
Molecular weight ... 120.1 g mol⁻¹
Charge ... 0
2S+1 ... 1
Highest occupied orbital energy ... -10.573 eV
Frontier orbital gap ... 11.22 eV
LUMO ... 0.7 eV

Bottom line: *S*, by a margin of 291.3 kJ/mol.